# 1
ORCA calculation (the ωB97M-V functional and the def2-TZVPD basis) on a molecular structure, C5H8S at a distorted geometry.

Geometry as ORCA input:
```
! RIJCOSX wB97M-V def2-TZVPD def2/J DEFGRID3
* xyz 0 1
C -2.123 1.431 -0.473
C -1.386 1.029 0.387
C 0.580 -1.142 -0.890
C -0.150 -0.123 1.369
C 1.028 -0.332 0.327
S 1.652 1.262 -0.209
H -2.643 1.652 -1.364
H 1.388 -1.437 -1.578
H 0.154 -2.122 -0.368
H -0.347 -0.695 -1.394
H -0.780 -1.023 1.512
H 0.099 0.368 2.305
H 1.992 -0.641 0.738
H 0.535 1.773 -0.363
*
```

Its total energy is -16145.4997 eV. The value obtained for the HOMO energy is -8.972 eV.


# 2
ORCA calculation (the ωB97M-V functional and the def2-TZVPD basis) on 2 unconnected molecules or ions with the total composition C5H8S at a distorted geometry.

Geometry as ORCA input:
```
! RIJCOSX wB97M-V def2-TZVPD def2/J DEFGRID3
* xyz 0 1
C 2.848 -1.010 -0.728
C 2.094 -0.418 -0.013
C -1.272 0.981 -0.770
C 0.282 0.486 1.021
C -0.972 0.037 0.360
S -0.715 -1.669 -0.274
H 3.639 -1.504 -1.285
H -2.209 0.606 -1.313
H -1.335 1.937 -0.298
H -0.519 1.197 -1.544
H 0.411 1.587 0.957
H 0.469 -0.032 1.903
H -1.779 -0.028 1.054
H -0.942 -2.168 0.930
*
```

Its total energy is -16144.2297 eV. The value obtained for the HOMO energy is -8.830 eV.